Entry 1:
C35H62N6O11P2S | the ωB97M-V functional and the def2-TZVPD basis

Computed properties:
- SMILES string: CCOP(=O)(CC[C@@]1(c2ccncc2)C(=O)N[C@](ON=O)([PH2]=N)[C@]1(CCCCS(=O)(=O)O)CCc1ccccc1)OCC.COC[C@@H](C)N.COC[C@@H](C)N
- LUMO energy: 0.02 eV
- HOMO energy: -8.766 eV
- Max |F|: 1.4 eV/Å
- Orbital gap: 8.79 eV

The geometry in ORCA input format:
```
! RIJCOSX wB97M-V def2-TZVPD def2/J DEFGRID3
* xyz 0 1
C 2.71636 4.43503 -0.46007
C 3.52844 3.23676 0.00178
O 3.17733 2.10202 -0.82003
P 3.40411 0.63331 -0.26140
O 3.47538 0.51836 1.20378
C 2.12927 -0.29324 -1.10529
C 0.67858 0.13771 -0.86125
C 0.03921 -0.15063 0.51600
C 0.67463 -1.39187 1.13654
C 1.39353 -1.35948 2.32081
C 1.98244 -2.52187 2.80500
N 1.92269 -3.69876 2.19224
C 1.27052 -3.72776 1.03140
C 0.64425 -2.62443 0.47484
C 0.25252 1.02726 1.45849
O 0.95733 1.98190 1.30166
N -0.67664 0.90034 2.52633
C -1.83978 0.24511 2.03792
O -2.97417 1.17369 2.12077
N -2.95977 1.85966 3.35788
O -3.70753 2.75091 3.33185
P -2.29386 -1.09760 3.27959
N -1.06735 -1.40414 4.20116
C -1.57462 -0.10261 0.52806
C -1.96898 0.97085 -0.53827
C -3.38591 1.57547 -0.66748
C -3.42173 3.08765 -0.45211
C -4.69564 3.71474 -1.02808
S -4.48300 4.21162 -2.71357
O -4.97426 3.19342 -3.59946
O -3.17072 4.74288 -2.90142
O -5.53137 5.41305 -2.75106
C -2.11969 -1.46980 0.10263
C -3.64202 -1.61442 -0.03392
C -4.23316 -1.39616 -1.40795
C -5.48667 -0.81089 -1.52335
C -6.05839 -0.57503 -2.75702
C -5.38559 -0.92505 -3.91493
C -4.14874 -1.53647 -3.81685
C -3.58001 -1.76892 -2.57611
O 4.69209 0.04462 -0.99576
C 5.88350 0.84484 -1.08954
C 6.87562 0.15267 -2.01116
H 1.80883 4.51976 0.13554
H 2.39556 4.29354 -1.48984
H 3.28121 5.35727 -0.35906
H 4.59497 3.42987 -0.11164
H 3.30529 2.99976 1.03691
H 2.33610 -1.34219 -0.90728
H 2.32309 -0.14142 -2.16879
H 0.08367 -0.35366 -1.63446
H 0.60909 1.20239 -1.06834
H 1.54554 -0.44799 2.87885
H 2.53154 -2.48742 3.73669
H 1.24804 -4.67395 0.50634
H 0.14672 -2.73675 -0.47572
H -0.32665 0.53817 3.41223
H -2.84573 -2.20465 2.61822
H -3.35378 -0.50443 3.97085
H -0.77488 -2.37059 4.20812
H -1.27833 1.81160 -0.47305
H -1.78056 0.47276 -1.48736
H -4.07868 1.12927 0.03318
H -3.78918 1.36588 -1.65820
H -3.34948 3.33828 0.59918
H -2.55886 3.53518 -0.94434
H -5.50852 2.99155 -1.03574
H -4.98984 4.60063 -0.47256
H -6.04410 5.32122 -3.56767
H -1.63952 -1.70485 -0.84440
H -1.77696 -2.23309 0.79408
H -4.16424 -0.96493 0.66830
H -3.89399 -2.63894 0.25391
H -6.03271 -0.51979 -0.63504
H -7.02670 -0.10055 -2.82354
H -5.80793 -0.72603 -4.88843
H -3.60547 -1.83236 -4.70298
H -2.61418 -2.25398 -2.53612
H 5.63180 1.82564 -1.48926
H 6.29579 0.94717 -0.08638
H 7.35174 0.85699 -2.68672
H 6.31563 -0.54260 -2.63624
H 7.61017 -0.43054 -1.46362
C 7.36219 1.79651 -6.45950
O 6.90410 0.78276 -5.58629
C 6.14098 -0.24446 -6.18574
C 6.96351 -1.34777 -6.86201
C 7.56220 -0.94091 -8.20448
N 8.03135 -1.86142 -6.00118
H 6.63713 1.99328 -7.25497
H 8.32659 1.54606 -6.90824
H 7.48849 2.70252 -5.86767
H 5.57671 -0.69744 -5.36599
H 5.41112 0.18664 -6.88454
H 6.26968 -2.17365 -7.04737
H 8.43748 -0.30404 -8.07655
H 7.88462 -1.82582 -8.75154
H 6.83513 -0.40662 -8.81897
H 7.62991 -2.25101 -5.15356
H 8.58704 -1.07202 -5.68379
C -3.15958 -2.97136 9.67518
O -4.11491 -3.45938 8.75272
C -5.00619 -2.49800 8.22844
C -4.45275 -1.68308 7.05385
C -3.44778 -0.60831 7.45740
N -3.84355 -2.52786 6.02321
H -3.57592 -2.16543 10.28729
H -2.25572 -2.61156 9.17798
H -2.88492 -3.80027 10.32614
H -5.86737 -3.06906 7.87150
H -5.36274 -1.83449 9.02802
H -5.31176 -1.17808 6.59972
H -2.47031 -1.03556 7.67832
H -3.30686 0.09990 6.64097
H -3.79043 -0.05369 8.33303
H -4.54002 -3.17463 5.66253
H -3.15015 -3.12274 6.46779
*
```


Entry 2:
C4H9F2NO2 | the ωB97M-V functional and the def2-TZVPD basis

Computed properties:
- SMILES string: CC(=O)[C@H](C)O.FNF
- LUMO energy: 0.66 eV
- HOMO energy: -10.225 eV
- Max |F|: 3.8 eV/Å
- Orbital gap: 10.88 eV

The geometry in ORCA input format:
```
! RIJCOSX wB97M-V def2-TZVPD def2/J DEFGRID3
* xyz 0 1
C 0.40520 0.72887 2.12840
C 0.72777 0.43234 0.56990
O 1.63040 1.02417 -0.00998
C -0.03138 -0.69571 -0.00547
C 0.68248 -2.06875 0.33792
O 0.05445 -0.50882 -1.46100
H 0.88898 1.60604 2.39122
H 0.98809 -0.01470 2.56579
H -0.67329 0.80858 2.33089
H -1.02088 -0.92201 0.48169
H 1.67773 -2.18991 -0.14665
H 0.57434 -2.54840 1.39482
H 0.05742 -2.88806 -0.17560
H 0.91888 -0.11601 -1.70051
F -2.97264 1.91977 -1.93963
N -1.57163 1.91519 -1.81864
F -1.08101 2.55681 -2.93087
H -1.25492 0.96059 -2.01229
*
```


Entry 3:
C24H45IrNP2Si | the ωB97M-V functional and the def2-TZVPD basis

Computed properties:
- LUMO energy (spin up / spin down): -5.23 / -6.83 eV
- HOMO energy (spin up / spin down): -10.617 / -12.936 eV
- Max |F|: 4.1 eV/Å
- Orbital gap (spin up / spin down): 5.39 / 6.10 eV

The geometry in ORCA input format:
```
! RIJCOSX wB97M-V def2-TZVPD def2/J DEFGRID3
* xyz 2 6
P -0.34364 -2.20505 -2.53089
P 0.39818 1.67165 -3.29437
C -0.48993 -1.06276 -3.96920
C 0.58848 0.03659 -4.15202
H -1.50885 -0.64341 -4.00692
H -0.41629 -1.72651 -4.85170
H 1.59588 -0.35792 -3.95461
H 0.58753 0.30843 -5.22316
C -0.91180 2.41981 -4.31590
H -1.46104 3.17265 -3.73829
H -1.61340 1.64773 -4.65787
H -0.44201 2.89349 -5.18574
C 1.90019 2.59244 -3.73679
H 1.77616 3.00241 -4.74843
H 2.77585 1.92965 -3.71718
H 2.08486 3.42994 -3.04941
C -1.34501 -3.68659 -2.78030
H -1.22808 -4.35855 -1.92709
H -1.02704 -4.22769 -3.68572
H -2.41144 -3.43137 -2.87494
C 1.37195 -2.79152 -2.48451
H 2.11569 -1.97854 -2.51837
H 1.53282 -3.44743 -3.34812
H 1.52871 -3.39570 -1.58390
Ir 0.64716 -1.41522 1.70970
C 0.02965 2.31806 -1.56932
C -1.37090 2.10758 -1.26143
C -2.16952 0.94461 -1.66348
C -2.13581 -0.41923 -0.93685
C -1.00018 -1.42871 -1.03717
C 0.35052 -1.05781 -0.27676
C 1.14202 0.05211 -0.92892
C 0.92224 1.52039 -0.53075
C 0.57318 -3.30703 2.09246
H 0.28268 3.37906 -1.49059
H -1.81882 2.82590 -0.57537
H -2.10039 0.72591 -2.74342
H -3.20269 1.32264 -1.46818
H -2.23068 -0.27240 0.15028
H -3.05365 -0.92767 -1.23771
H -1.36304 -2.32344 -0.48906
H 1.00033 -1.98522 -0.26162
H 0.83709 -0.07517 -1.97564
H 2.21856 -0.19109 -0.92010
H 0.50858 1.61572 0.48324
H 1.91772 1.98627 -0.53608
H 1.34272 -3.57925 2.82439
H 0.60198 -3.92694 1.18177
H -0.41858 -3.35468 2.58792
C -2.69264 -0.76472 2.49877
Si -1.47935 0.27960 3.46548
C -1.70155 2.08476 3.05686
C -1.73533 -0.11188 5.26479
N 0.21933 -0.16337 3.09029
C 1.37154 0.36861 3.63913
C 2.53662 -0.11605 3.05966
C 3.77211 0.39444 3.43912
C 3.80673 1.38754 4.43352
C 2.62682 1.85831 5.03020
C 1.38229 1.36701 4.64716
H -3.44843 -1.16020 3.19217
H -2.22094 -1.62071 1.99828
H -3.22523 -0.16899 1.74748
H -2.72076 2.38385 3.34411
H -0.98508 2.71098 3.60480
H -1.57744 2.27889 1.98203
H -1.48654 -1.16534 5.45406
H -1.11529 0.51029 5.92063
H -2.79506 0.05080 5.50843
H 2.39885 -0.90874 2.24595
H 4.68125 0.03133 2.97104
H 4.75987 1.80401 4.76048
H 2.63662 2.62417 5.80916
H 0.42365 1.71926 5.04449
*
```


Entry 4:
C4H6N2 | the ωB97M-V functional and the def2-TZVPD basis

Computed properties:
- SMILES string: C=N[C@@H](C)C#N
- LUMO energy: 0.84 eV
- HOMO energy: -9.958 eV
- Max |F|: 5.2 eV/Å
- Orbital gap: 10.80 eV

The geometry in ORCA input format:
```
! RIJCOSX wB97M-V def2-TZVPD def2/J DEFGRID3
* xyz 0 1
C 0.04703 -0.73415 1.97287
N -0.24848 0.23613 1.25221
C -0.52477 -0.08696 -0.44390
C 0.83980 0.17841 -1.10179
C -1.07587 -1.32433 -0.62414
N -1.71674 -2.20146 -1.01516
H 0.26594 -0.40906 2.96483
H 0.29259 -1.76373 1.57244
H -1.13588 0.64930 -1.02913
H 0.66710 0.08050 -2.20029
H 1.01596 1.28033 -0.79613
H 1.66142 -0.58981 -0.82878
*
```


Copy entry 4 word for word.
C4H6N2 | the ωB97M-V functional and the def2-TZVPD basis

Computed properties:
- SMILES string: C=N[C@@H](C)C#N
- LUMO energy: 0.84 eV
- HOMO energy: -9.958 eV
- Max |F|: 5.2 eV/Å
- Orbital gap: 10.80 eV

The geometry in ORCA input format:
```
! RIJCOSX wB97M-V def2-TZVPD def2/J DEFGRID3
* xyz 0 1
C 0.04703 -0.73415 1.97287
N -0.24848 0.23613 1.25221
C -0.52477 -0.08696 -0.44390
C 0.83980 0.17841 -1.10179
C -1.07587 -1.32433 -0.62414
N -1.71674 -2.20146 -1.01516
H 0.26594 -0.40906 2.96483
H 0.29259 -1.76373 1.57244
H -1.13588 0.64930 -1.02913
H 0.66710 0.08050 -2.20029
H 1.01596 1.28033 -0.79613
H 1.66142 -0.58981 -0.82878
*
```


What is the max |F| in the fourth record?
5.2 eV/Å


Which of these has the highest max |F|?
C4H6N2


Look up the max |F| of the second one.
3.8 eV/Å